# C34H64CuGeN5O3PS2Si

A molecular structure, C34H64CuGeN5O3PS2Si (ωB97M-V with the def2-TZVPD basis set, the OMol25 dataset).

Structure (XYZ):
```
112
Properties=species:S:1:pos:R:3:forces:R:3:lowdin_spin:R:1
Cu 2.20820 -0.96935 0.80374 -0.1582 -0.0447 -0.3656 0.0000
S 1.37983 0.44007 3.68545 -0.2669 0.3812 0.7253 0.0001
C 1.73905 -0.22494 2.36928 0.1457 -0.3293 -0.5495 0.0000
C 4.54618 1.68747 1.08186 -0.0448 -0.1037 0.0154 0.0021
C 4.93195 0.41114 0.41964 -0.0861 -0.0667 -0.1155 0.0012
N 4.12739 -0.61781 0.18994 0.5920 0.1547 0.0137 0.0008
C 4.89298 -1.58784 -0.41858 -0.2570 0.0400 -0.0164 0.0002
C 6.16397 -1.13845 -0.56027 -0.0110 0.0537 -0.0386 0.0016
N 6.17506 0.13640 -0.03914 0.2275 0.1019 0.1073 0.0031
C 7.36380 1.00456 0.00518 -0.0679 -0.0207 -0.0142 0.0078
N 7.56746 1.63297 1.24875 -0.1208 0.2203 -0.3508 0.0605
N 7.61379 3.05213 1.30315 -0.0134 -0.1604 0.4315 0.3714
N 7.70835 3.34810 2.61171 -0.0302 -0.0462 -0.4523 0.1150
C 7.70474 2.21968 3.33766 0.0059 -0.0786 0.3482 0.0125
C 7.76940 2.01112 4.73931 -0.0061 -0.1552 -0.1011 0.1555
C 7.72524 0.68831 5.20648 -0.0026 0.1797 -0.0633 0.0269
C 7.62120 -0.40436 4.35936 0.0029 0.0692 -0.3046 0.1252
C 7.55776 -0.22064 2.94483 0.0020 0.0201 0.2861 0.0858
C 7.60594 1.08321 2.48773 0.0807 -0.0936 0.1734 -0.0028
H 3.47890 1.85054 0.92516 0.0355 -0.0261 0.0205 0.0000
H 5.11932 2.53230 0.69966 0.0114 0.0019 -0.0032 0.0032
H 4.74089 1.62447 2.15572 0.0148 0.0137 -0.0113 0.0002
H 4.45687 -2.52506 -0.72333 0.0118 0.0135 0.0293 0.0001
H 7.04579 -1.58476 -0.98648 -0.0053 0.0039 0.0303 0.0011
H 7.27136 1.80196 -0.73111 0.0028 0.0340 -0.0328 0.0004
H 8.20127 0.35750 -0.28005 0.0081 -0.0529 0.0192 0.0041
H 7.83604 2.85181 5.41783 0.0027 -0.0152 0.0005 0.0118
H 7.76174 0.51093 6.27685 0.0037 0.0161 0.0031 -0.0028
H 7.57311 -1.40413 4.77214 -0.0039 -0.0086 -0.0113 0.0088
H 7.44900 -1.06209 2.27101 -0.0028 0.0102 0.0044 0.0062
C 0.97106 5.40119 -0.11559 0.0175 0.0190 0.0318 0.0000
C 1.11513 4.03101 0.54525 -0.0426 0.0632 -0.0085 0.0000
P 1.09307 2.52931 -0.53952 -0.0276 -0.2576 0.1422 0.0000
C 2.20655 3.08136 -1.90758 0.0859 -0.0440 -0.0968 0.0000
C 2.78511 1.88712 -2.67394 0.0114 0.0169 0.0296 0.0000
C -0.58804 2.67195 -1.28348 -0.0279 -0.0857 -0.0551 0.0000
C -0.74496 1.90499 -2.59751 -0.0351 -0.0081 0.0647 0.0000
H 0.97548 6.19813 0.63336 0.0020 -0.0145 -0.0149 0.0000
H 0.04026 5.48736 -0.67833 0.0098 -0.0152 0.0128 0.0000
H 1.79421 5.59758 -0.80577 -0.0182 -0.0116 0.0198 0.0000
H 0.31549 3.87261 1.27552 0.0021 0.0111 0.0006 0.0000
H 2.04991 3.99081 1.11261 -0.0008 -0.0001 -0.0041 0.0000
H 3.02360 3.63919 -1.43867 0.0055 0.0106 -0.0189 0.0001
H 1.68890 3.77129 -2.58166 0.0365 0.0199 -0.0150 0.0000
H 3.30715 1.21005 -1.99305 -0.0198 0.0240 -0.0100 0.0000
H 3.49039 2.20802 -3.44526 -0.0062 0.0185 0.0022 0.0000
H 2.00155 1.30131 -3.15598 -0.0086 0.0098 0.0130 0.0000
H -0.86443 3.72226 -1.41599 -0.0077 -0.0084 -0.0530 0.0000
H -1.26656 2.22074 -0.55369 -0.0319 0.0349 0.0294 0.0000
H -0.11538 2.31933 -3.39054 -0.0142 -0.0209 0.0161 0.0000
H -1.78461 1.94259 -2.93199 0.0204 0.0177 0.0136 0.0000
H -0.50069 0.84996 -2.45817 0.0348 0.0159 0.0212 0.0000
C -6.62225 -2.34338 1.96914 -0.0819 -0.0114 0.0102 0.0000
C -5.15813 -2.04067 1.67379 0.2283 0.0050 0.0208 0.0000
C -4.33687 -3.32366 1.63279 0.0945 -0.1006 0.0819 0.0000
C -4.59799 -1.09452 2.73289 -0.0087 0.0627 0.1153 0.0000
O -5.11790 -1.46901 0.38136 -0.2359 0.2388 -0.1593 0.0000
Si -4.13244 -0.24524 -0.20937 -0.0467 0.1148 -0.1102 0.0000
S -2.15616 -0.47317 0.10373 0.0883 0.0504 0.1208 0.0000
O -4.74481 1.18590 0.41220 0.1548 -0.0774 -0.0094 0.0000
C -5.67135 2.13552 -0.06987 0.0392 -0.1686 -0.0379 0.0000
C -5.10645 2.84097 -1.30090 0.0412 0.0287 -0.1073 0.0000
C -7.00649 1.46794 -0.39303 -0.0700 -0.0412 -0.0551 0.0000
C -5.85613 3.14150 1.05953 -0.0284 0.0800 0.0811 0.0000
O -4.65344 -0.18957 -1.80117 -0.0775 0.2518 0.2154 0.0000
C -4.72883 -1.22516 -2.75616 0.1137 -0.1123 0.0591 0.0000
C -6.11869 -1.85444 -2.68336 -0.0751 -0.0790 0.0020 0.0000
C -4.52114 -0.56167 -4.11226 0.0614 -0.0215 -0.1280 0.0000
C -3.65506 -2.28283 -2.52039 0.0800 -0.1178 -0.0494 0.0000
H -6.73029 -2.85509 2.92999 -0.0024 0.0098 -0.0229 0.0000
H -7.03653 -2.97693 1.18156 0.0044 -0.0038 0.0091 0.0000
H -7.19475 -1.41302 1.99807 0.0080 -0.0192 -0.0017 0.0000
H -4.34029 -3.82824 2.60460 -0.0019 0.0018 -0.0366 0.0000
H -3.30771 -3.07990 1.35934 -0.0360 0.0049 0.0055 0.0000
H -4.74437 -4.00248 0.87950 -0.0076 -0.0050 0.0099 0.0000
H -4.72668 -1.54051 3.72288 0.0351 0.0205 0.0364 0.0000
H -5.12260 -0.13596 2.70289 -0.0124 -0.0610 0.0071 0.0000
H -3.53703 -0.89890 2.55521 -0.0962 -0.0516 0.0039 0.0000
H -4.91336 2.11630 -2.09339 -0.0303 0.0428 0.0697 0.0000
H -4.16307 3.33066 -1.04459 -0.0355 -0.0190 -0.0008 0.0000
H -5.80985 3.59503 -1.66757 0.0207 0.0194 0.0083 0.0000
H -6.87392 0.72143 -1.17734 0.0053 0.0456 0.0338 0.0000
H -7.73795 2.21126 -0.72559 -0.0032 -0.0139 0.0147 0.0000
H -7.39327 0.96529 0.49695 0.0074 0.0081 -0.0158 0.0000
H -4.88635 3.55708 1.33921 -0.0235 0.0009 -0.0112 0.0000
H -6.28120 2.64554 1.93555 0.0165 0.0121 -0.0193 0.0000
H -6.52060 3.95613 0.75612 0.0068 -0.0190 0.0143 0.0000
H -6.88032 -1.12655 -2.97700 0.0023 -0.0020 0.0081 0.0000
H -6.31944 -2.17440 -1.65887 0.0443 0.0044 -0.0653 0.0000
H -6.18426 -2.71935 -3.35063 -0.0298 0.0253 -0.0056 0.0000
H -5.24633 0.24512 -4.24315 0.0025 -0.0106 -0.0026 0.0000
H -4.64571 -1.28544 -4.92382 0.0046 0.0371 0.0158 0.0000
H -3.51570 -0.13710 -4.17038 -0.0460 -0.0212 0.0223 0.0000
H -3.84764 -2.84084 -1.59967 -0.0011 0.0590 -0.0711 0.0000
H -2.67210 -1.81776 -2.41244 -0.1029 -0.0360 -0.0563 0.0000
H -3.64319 -2.98113 -3.36158 0.0185 -0.0630 0.0028 0.0000
C -0.24172 -4.84279 -0.53928 -0.1508 -0.0127 0.0184 0.0000
Ge 1.53105 -4.00270 -0.48059 -0.0080 -0.2018 0.0952 0.0000
C 2.32957 -4.63475 1.20215 0.0512 -0.0463 0.1678 0.0000
C 2.59494 -4.87255 -1.89448 0.0913 -0.1002 -0.1397 0.0000
C 1.47918 -2.11179 -0.67645 -0.1984 0.2779 0.0035 0.0000
H -0.16907 -5.93266 -0.48571 -0.0284 0.0179 -0.0017 0.0000
H -0.76393 -4.56141 -1.45658 0.0070 -0.0320 0.0241 0.0000
H -0.84268 -4.48625 0.30125 0.0054 -0.0206 -0.0461 0.0000
H 2.32437 -5.72817 1.24510 0.0287 0.0292 0.0440 0.0000
H 1.75117 -4.24861 2.04600 0.0378 -0.0266 -0.0240 0.0000
H 3.35902 -4.28282 1.31423 -0.0355 -0.0139 -0.0132 0.0000
H 2.60960 -5.95828 -1.75885 0.0241 0.0405 -0.0302 0.0000
H 3.62747 -4.51180 -1.89135 -0.0280 -0.0241 -0.0131 0.0000
H 2.16196 -4.64807 -2.87262 0.0345 -0.0241 0.0133 0.0000
H 0.41755 -1.85125 -0.76858 0.0423 0.0635 -0.0302 0.0000
H 1.96032 -1.86823 -1.63246 0.0461 0.0966 0.0310 0.0000
```
Positions in Å, forces in eV/Å.

## Properties
- total charge = -2
- spin multiplicity = 2
- strongest force on any atom (eV/Å) = 0.86
- M (g mol⁻¹) = 850.3
- energy above the lowest of the compared OMol25 structures with the same formula, charge and spin (kcal per mole) = 12.3